ORCA calculation (ωB97M-V with the def2-TZVPD basis set) on a 10-piece molecular cluster, C48H77N4O14P overall.

```
144
Properties=species:S:1:pos:R:3:forces:R:3
C 9.96105 -2.02990 0.42956 -0.078 0.314 0.951
C 8.98135 -0.69375 0.24559 0.103 -0.141 -0.321
C 7.72223 -0.78320 1.33171 -3.812 -4.783 -1.345
O 6.85591 -1.80929 1.10381 5.046 6.578 1.784
O 7.52370 0.13098 2.46710 -0.761 -1.872 -3.132
C 6.08290 0.33464 2.76200 -0.976 0.743 0.956
C 5.40954 1.26217 1.59036 -1.060 0.864 0.296
C 3.74050 1.22387 1.58572 -2.634 -0.877 0.150
C 2.95373 2.64729 1.53489 -2.042 -1.446 -0.168
N 1.46487 2.84623 1.48077 4.601 -5.916 0.184
C 0.79980 1.49892 1.47646 -1.494 -0.834 -0.010
C -0.86636 1.49936 1.36854 -1.026 -4.089 -0.314
P -1.74666 3.22677 1.22552 0.397 1.443 0.609
N -2.35405 3.46071 -0.46698 -0.366 0.548 1.128
O -3.16539 3.29961 2.23660 1.390 -1.959 -1.343
C -1.80043 0.15216 1.34365 4.449 0.113 0.498
C -3.44147 0.14177 1.19116 0.240 -1.232 0.133
O -3.87158 0.50280 -0.19591 2.655 -2.161 -0.817
C -3.21513 -0.42136 -1.17521 -0.583 -6.031 -0.702
C -2.12725 0.13329 -2.30234 -0.863 1.223 1.421
O -3.47889 -1.74474 -1.18600 1.280 8.328 0.775
C -1.02469 -1.29801 1.46510 3.131 2.895 0.054
C 0.64352 -1.35256 1.57512 -3.116 1.248 -0.308
C 1.29061 -2.86675 1.64426 2.004 -3.767 -0.058
C 1.49914 -3.75731 2.99116 0.627 -0.711 -3.413
C 2.09993 -5.23869 2.87889 -0.277 0.797 -0.354
N 2.58695 -6.03432 1.71843 -2.917 7.518 -0.142
C 2.41889 -5.16340 0.52246 -0.425 0.746 0.282
C 1.81412 -3.69057 0.34135 -0.057 -0.894 3.492
C 1.53904 0.05343 1.56867 -0.151 -0.152 -0.119
N 3.03231 -0.10049 1.62822 -1.851 6.134 -0.376
H 9.61963 -2.93692 -0.22621 0.393 1.868 1.425
H 9.88479 -2.30566 1.58373 0.518 0.254 -2.664
H 11.08511 -1.80423 0.13807 -2.436 -0.246 0.699
H 8.55777 -0.76457 -0.86523 0.444 0.394 2.696
H 9.57864 0.31168 0.30581 -1.198 -1.986 0.216
H 5.49947 -0.64958 3.00836 1.296 1.767 -0.988
H 6.05665 0.98954 3.75929 0.299 -1.473 -2.234
H 5.77597 1.03778 0.50178 -0.640 0.040 2.164
H 5.72379 2.38703 1.83319 -0.776 -2.419 -0.632
H 3.62434 3.63353 1.51722 -1.707 -2.346 0.124
H -1.73954 4.22525 -0.83880 -0.760 -0.961 0.557
H -3.32732 3.86353 -0.45418 1.205 -0.797 0.076
H -3.16152 2.60072 2.95582 0.162 1.229 -0.883
H -3.82839 -0.96217 1.35652 1.049 2.176 -0.126
H -4.00659 0.83792 1.94318 1.292 -1.132 -1.751
H -2.19408 -0.43438 -3.33038 -0.048 0.961 2.423
H -2.33415 1.27971 -2.44014 0.425 -2.503 0.315
H -1.04885 0.05035 -1.81400 -2.341 0.006 -0.972
H -1.64345 -2.29775 1.45167 1.495 2.148 -0.001
H 1.20589 -3.31029 4.04149 0.687 -1.160 -2.396
H 2.17902 -5.82958 3.91607 -0.191 1.494 -2.531
H 2.81331 -5.67341 -0.48532 -1.025 1.271 2.461
H 1.74796 -3.20044 -0.72782 0.222 -1.230 2.443
C 6.26703 1.09127 -2.83633 0.128 -0.373 0.326
C 7.66922 1.37246 -3.30608 1.267 -0.846 0.553
C 7.85572 2.47752 -4.31116 0.512 -0.044 -0.041
O 8.62587 0.72441 -2.88470 -1.220 0.823 -0.545
H 6.28467 0.26902 -2.11305 0.002 0.143 -0.157
H 5.85389 1.97755 -2.34826 -0.119 0.003 -0.202
H 5.64299 0.79793 -3.68430 -0.073 0.203 0.071
H 7.51337 3.42554 -3.88876 -0.158 -0.060 -0.155
H 7.30247 2.24592 -5.22480 -0.115 0.168 0.105
H 8.91885 2.56750 -4.55843 -0.243 -0.043 0.075
C -8.02439 -3.46389 -3.84087 -0.522 0.463 0.006
C -7.56011 -2.17456 -3.21800 -0.875 1.015 -0.096
C -6.19257 -2.16089 -2.58892 -0.198 0.516 0.099
O -8.27070 -1.17070 -3.22310 0.756 -0.976 0.012
H -9.02856 -3.32557 -4.25565 0.194 0.059 0.064
H -7.34811 -3.75026 -4.65021 0.057 -0.232 0.241
H -8.06443 -4.24964 -3.08226 0.251 0.138 -0.315
H -5.43471 -2.38919 -3.34251 0.035 -0.222 0.185
H -6.15103 -2.88858 -1.77455 0.190 -0.061 -0.197
H -5.99129 -1.16510 -2.17981 -0.055 -0.258 -0.072
C -6.40070 4.58281 3.05942 0.234 -0.044 0.395
C -7.38709 3.48850 3.36831 0.158 -0.829 1.372
C -8.47948 3.23531 2.36398 -0.224 -0.390 0.239
O -7.30358 2.82647 4.40147 -0.117 0.818 -1.285
H -5.66955 4.65226 3.87190 -0.143 -0.067 -0.215
H -5.87120 4.35462 2.13101 -0.078 0.153 -0.002
H -6.92188 5.53977 2.97509 0.029 -0.050 -0.210
H -8.04257 2.94707 1.40461 -0.081 0.209 -0.031
H -9.09325 4.13222 2.24869 0.125 -0.015 -0.194
H -9.11632 2.41799 2.71883 0.163 0.185 -0.063
C -0.87265 2.14500 -6.36725 -0.532 -0.109 0.183
C -0.40183 2.20891 -4.93892 -1.034 -0.217 0.998
C 1.05400 2.50903 -4.70104 0.011 -0.026 0.560
O -1.17690 2.02331 -4.00216 1.265 0.574 -1.484
H -1.94442 1.92033 -6.38635 0.210 0.009 -0.007
H -0.70857 3.10861 -6.85606 0.177 -0.132 -0.087
H -0.33963 1.35276 -6.89899 0.085 0.194 -0.085
H 1.30387 3.48886 -5.11561 0.090 -0.155 -0.145
H 1.67282 1.73301 -5.15854 0.022 0.184 -0.138
H 1.25009 2.52390 -3.62363 -0.062 -0.007 -0.217
C 7.80718 -5.47017 1.91917 0.255 0.050 -0.376
C 8.93699 -5.07319 2.83122 1.365 0.320 -0.699
C 8.65308 -5.02929 4.30891 0.457 0.164 0.173
O 10.04948 -4.79561 2.38621 -1.340 -0.352 0.612
H 8.15726 -5.45838 0.88146 -0.062 0.023 0.253
H 7.47026 -6.48079 2.16313 -0.164 0.127 0.082
H 6.98262 -4.75968 2.01827 -0.061 -0.154 0.068
H 8.35386 -6.02028 4.65930 -0.193 0.127 -0.002
H 7.86622 -4.29918 4.51444 -0.103 -0.205 0.013
H 9.55983 -4.72736 4.84381 -0.185 -0.068 -0.145
C 4.23570 6.19925 5.01985 0.264 -0.439 0.088
C 4.51510 6.25794 3.54189 0.811 -1.059 -0.699
C 3.94768 7.42191 2.77421 0.182 -0.151 -0.444
O 5.18162 5.38841 2.98299 -0.848 0.960 0.627
H 4.70695 5.30573 5.44304 -0.096 0.200 -0.122
H 4.65301 7.08119 5.51222 -0.228 0.027 -0.003
H 3.15799 6.14125 5.19216 0.063 0.213 0.047
H 4.35218 8.35829 3.16655 -0.217 -0.012 0.069
H 2.85717 7.41836 2.84648 0.072 0.165 0.129
H 4.22939 7.33296 1.71960 -0.053 0.002 0.249
C -6.59282 0.17386 -7.43457 0.265 0.037 -0.463
C -5.46301 0.57084 -6.52253 1.389 0.371 -0.389
C -5.74692 0.61474 -5.04484 0.497 0.125 0.049
O -4.35052 0.84842 -6.96753 -1.265 -0.320 0.444
H -6.24274 0.18565 -8.47228 -0.048 0.006 0.238
H -6.92974 -0.83676 -7.19061 -0.178 0.152 0.093
H -7.41738 0.88435 -7.33548 -0.069 -0.212 0.120
H -6.04614 -0.37625 -4.69444 -0.238 0.222 -0.006
H -6.53378 1.34485 -4.83931 -0.122 -0.270 0.059
H -4.84017 0.91666 -4.50994 -0.152 -0.052 -0.138
C -1.25810 2.16791 6.45719 0.004 -0.357 -0.422
C -2.36640 2.97593 5.83698 -0.549 -0.399 -1.235
C -2.83578 4.19670 6.58231 -0.397 0.104 -0.403
O -2.86899 2.65136 4.76239 0.579 0.234 1.617
H -1.02292 1.31696 5.80902 -0.060 0.199 0.122
H -0.36243 2.78518 6.56272 -0.090 -0.022 0.201
H -1.57570 1.78817 7.43158 0.137 0.177 0.035
H -2.01038 4.90434 6.69337 -0.023 -0.109 0.192
H -3.22366 3.90733 7.56224 0.198 0.091 0.023
H -3.63884 4.68085 6.01646 0.184 -0.136 0.118
C -8.70833 -7.43248 -1.73062 0.035 0.491 0.130
C -7.88196 -7.29805 -2.98159 0.618 1.304 -0.454
C -7.65435 -8.54106 -3.79966 0.269 0.233 -0.367
O -7.41101 -6.21419 -3.32240 -0.483 -1.753 0.501
H -8.78906 -6.45546 -1.24231 0.028 -0.219 -0.115
H -9.71271 -7.78067 -1.98438 0.108 -0.177 0.100
H -8.22675 -8.12978 -1.04043 -0.185 -0.100 -0.085
H -8.61177 -8.93859 -4.14559 0.073 -0.146 0.165
H -7.12582 -9.28770 -3.20164 -0.218 -0.069 -0.020
H -7.04146 -8.29354 -4.67292 -0.140 -0.032 0.214
```
Forces are in eV/Å.

Results
gap between HOMO and LUMO	0.2259	Eh
lowest unoccupied orbital energy	-0.0516	Eh
E_tot	-3488.1297	hartree